{
  "formula": "C5H10Br",
  "method": "ωB97M-V with the def2-TZVPD basis set",
  "symbols": ["Br", "H", "C", "C", "C", "C", "C", "H", "H", "H", "H", "H", "H", "H", "H", "H"],
  "coordinates": [[0.273, -0.078, 3.259], [0.467, 0.093, 1.926], [-0.391, -0.085, -0.521], [-0.990, -1.423, -0.115], [-1.210, 1.160, -0.161], [0.976, -0.013, -0.955], [2.184, 0.384, -0.390], [-0.251, -2.156, 0.294], [-1.855, -1.322, 0.556], [-1.324, -1.806, -1.140], [-0.658, 2.077, 0.167], [-1.657, 1.424, -1.173], [-2.048, 0.959, 0.531], [1.064, -0.268, -2.054], [3.060, 0.443, -0.958], [2.361, 0.612, 0.733]],
  "atomic_forces_ev_per_a": [[-0.283, -0.244, 1.948], [0.235, 0.228, -1.989], [-0.708, 0.428, 3.376], [0.274, -0.230, -1.964], [0.023, 0.231, -1.632], [3.233, 0.853, -1.090], [-3.452, -0.552, 1.927], [-0.539, 0.658, -0.300], [0.338, -0.043, -0.338], [-0.031, -0.309, 1.407], [-0.171, -0.975, -0.209], [0.047, 0.215, 1.142], [0.506, -0.021, -0.301], [0.197, 0.112, 0.970], [1.050, -0.098, -0.978], [-0.717, -0.255, -1.969]],
  "nbo_charge": [-0.1908, 0.1877, 0.0375, -0.6687, -0.6716, -0.2457, -0.3844, 0.2276, 0.2245, 0.2224, 0.2291, 0.2235, 0.2209, 0.1998, 0.1981, 0.1900],
  "gap_ev": [8.24, 10.13],
  "e_tot_ha": -2770.40792,
  "charge": 0,
  "relative_energy_kcal_mol": 30.77,
  "spin_multiplicity": 2
}